DFT (ωB97M-V/def2-TZVPD) results for a cluster of 2 separate species, C3H10NS in total in a non-equilibrium geometry.

```
! wB97M-V def2-TZVPD RIJCOSX def2/J DEFGRID3
* xyz -1 1
C -2.41361 0.46083 -0.68732
S -1.87722 -0.66936 0.61955
H -3.39607 0.26939 -1.13767
H -2.44186 1.53552 -0.33228
H -1.74873 0.54586 -1.57033
C 1.46454 -1.10198 -0.47540
C 1.35139 -0.29148 0.86474
N 0.88347 1.11253 0.71031
H 1.95264 -0.37647 -1.20438
H 2.21609 -1.85448 -0.42738
H 0.52594 -1.35107 -0.94362
H 0.67806 -0.75043 1.62564
H 2.36424 -0.09642 1.31112
H 0.15671 1.09109 0.03233
H 0.28440 1.47647 1.61471
*
```

## Properties
total energy: -15598.304 eV
lowest unoccupied orbital energy: 4.241 eV
orbital gap: 0.2415 hartree
E_HOMO: -2.330 eV
ΔE to the lowest compared entry with this formula, charge and spin: 34.5 kcal/mol
largest force on an atom: 3.82 eV/A

Here are the Mulliken charges for atoms 1 to 8, given in e: atom 1 (C): -0.91, atom 2 (S): -0.66, atom 3 (H): 0.27, atom 4 (H): 0.19, atom 5 (H): 0.23, atom 6 (C): -0.95, atom 7 (C): -0.31, atom 8 (N): -0.78